# 1
A 2-piece molecular cluster, CH2FNO3 overall at a distorted geometry, computed with ωB97M-V/def2-TZVPD.

Calculated values
LUMO energy   0.11 eV
Strongest force on any atom   5.93 eV/Å
Structure (SMILES)   O=C1NO1.OF
Multiplicity   1
Molecular weight   95.03 g/mol
Gap between HOMO and LUMO   10.956 eV
Total energy   -11412.695 eV
Relative energy (zero: lowest compared OMol25 entry of this formula, charge and spin)   0.2412 eV

Structure (XYZ):
```
8
Properties=species:S:1:pos:R:3:nbo_charge:R:1
O 1.140 2.275 0.281 -0.51
C 1.196 1.116 0.251 0.86
N 1.431 0.013 -0.391 -0.37
O 1.053 0.006 1.069 -0.39
H 0.621 -0.484 -1.026 0.41
O -1.282 -1.057 -0.194 -0.32
F -2.544 -0.573 -0.664 -0.15
H -1.616 -1.295 0.675 0.48
```

=====

# 2
A 2-piece molecular cluster, CH2FNO3 overall at a distorted geometry, computed with ωB97M-V/def2-TZVPD.

Calculated values
LUMO energy   0.30 eV
Strongest force on any atom   5.42 eV/Å
Structure (SMILES)   O=C1NO1.OF
Multiplicity   1
Molecular weight   95.03 g/mol
Gap between HOMO and LUMO   10.963 eV
Total energy   -11412.665 eV
Relative energy (zero: lowest compared OMol25 entry of this formula, charge and spin)   0.2707 eV

Structure (XYZ):
```
8
Properties=species:S:1:pos:R:3:nbo_charge:R:1
O 1.551 2.205 0.389 -0.51
C 1.376 1.054 0.253 0.86
N 1.254 -0.033 -0.491 -0.39
O 1.207 -0.073 0.988 -0.40
H 0.236 -0.382 -0.900 0.41
O -1.491 -0.662 -0.177 -0.35
F -2.547 -1.230 -0.845 -0.12
H -1.586 -0.879 0.784 0.49
```

=====

# 3
A 2-piece molecular cluster, CH2FNOS overall at a distorted geometry, computed with ωB97M-V/def2-TZVPD.

Calculated values
LUMO energy   0.47 eV
Strongest force on any atom   6.65 eV/Å
Structure (SMILES)   O=C=NS.F
Multiplicity   1
Molecular weight   95.10 g/mol
Gap between HOMO and LUMO   9.487 eV
Total energy   -18158.524 eV
Relative energy (zero: lowest compared OMol25 entry of this formula, charge and spin)   1.0016 eV

Structure (XYZ):
```
7
Properties=species:S:1:pos:R:3:nbo_charge:R:1
O -0.905 0.625 1.553 -0.53
C -0.090 0.645 0.769 0.90
N 0.786 0.682 -0.073 -0.75
S 2.089 -0.092 -0.628 0.25
H 1.782 0.173 -2.044 0.14
F -1.614 -1.220 -0.196 -0.58
H -2.048 -0.814 0.619 0.57
```

=====

# 4
A 2-piece molecular cluster, CH2FNOS overall at a distorted geometry, computed with ωB97M-V/def2-TZVPD.

Calculated values
LUMO energy   0.33 eV
Strongest force on any atom   2.97 eV/Å
Structure (SMILES)   O=C=NS.F
Multiplicity   1
Molecular weight   95.10 g/mol
Gap between HOMO and LUMO   9.684 eV
Total energy   -18158.561 eV
Relative energy (zero: lowest compared OMol25 entry of this formula, charge and spin)   0.9648 eV

Structure (XYZ):
```
7
Properties=species:S:1:pos:R:3:nbo_charge:R:1
O 0.742 0.636 -1.091 -0.52
C 0.093 -0.265 -0.777 0.84
N -0.758 -0.792 -0.155 -0.71
S -1.725 -2.038 0.268 0.28
H -2.777 -1.621 -0.487 0.11
F 2.130 1.960 1.553 -0.56
H 2.295 2.120 0.688 0.56
```

=====

# 5
The molecule CH2FNS at a distorted geometry, computed with ωB97M-V/def2-TZVPD.

Calculated values
LUMO energy   0.42 eV
Strongest force on any atom   2.77 eV/Å
Structure (SMILES)   NC(F)=S
Multiplicity   1
Molecular weight   79.10 g/mol
Gap between HOMO and LUMO   9.772 eV
Total energy   -16111.964 eV
Relative energy (zero: lowest compared OMol25 entry of this formula, charge and spin)   0.0662 eV

Structure (XYZ):
```
6
Properties=species:S:1:pos:R:3:nbo_charge:R:1
N -0.221 0.445 -0.657 -0.81
C 0.118 -0.102 0.562 0.40
F 1.501 -0.335 0.594 -0.35
S -0.800 -0.638 1.754 -0.07
H 0.572 0.305 -1.189 0.39
H -1.170 0.324 -1.063 0.43
```

=====

# 6
A 2-piece molecular cluster, CH2FPS overall at a distorted geometry, computed with ωB97M-V/def2-TZVPD.

Calculated values
LUMO energy (alpha / beta)   -0.76 / -2.23 eV
Strongest force on any atom   1.26 eV/Å
Multiplicity   1
Molecular weight   96.07 g/mol
Gap between HOMO and LUMO (alpha / beta)   8.184 / 6.899 eV
Total energy   -23907.103 eV
Relative energy (zero: lowest compared OMol25 entry of this formula, charge and spin)   3.6361 eV

Structure (XYZ):
```
6
Properties=species:S:1:pos:R:3:nbo_charge:R:1
C -0.602 -0.744 0.270 -0.88
F 1.645 0.598 0.650 -0.58
P 0.893 -0.323 -0.455 1.12
S -1.644 -1.754 -0.540 0.10
H -1.043 -0.402 1.175 0.23
H 0.751 2.625 -1.100 0.00
```

=====

# 7
A 2-piece molecular cluster, CH2I2O overall at a distorted geometry, computed with ωB97M-V/def2-TZVPD.

Calculated values
LUMO energy   0.14 eV
Strongest force on any atom   1.37 eV/Å
Structure (SMILES)   O=CI.I
Multiplicity   1
Molecular weight   283.83 g/mol
Gap between HOMO and LUMO   10.350 eV
Total energy   -19317.324 eV
Relative energy (zero: lowest compared OMol25 entry of this formula, charge and spin)   0.2179 eV

Structure (XYZ):
```
6
Properties=species:S:1:pos:R:3:nbo_charge:R:1
O 0.682 -1.511 1.000 -0.48
C -0.329 -1.786 1.536 0.29
I -0.752 -3.675 2.472 0.03
H -1.084 -1.008 1.491 0.16
I -1.899 3.819 -0.643 -0.10
H -0.671 3.230 0.183 0.10
```

=====

# 8
The molecule CH2INO2S at a distorted geometry, computed with ωB97M-V/def2-TZVPD.

Calculated values
LUMO energy   -1.11 eV
Strongest force on any atom   3.53 eV/Å
Multiplicity   1
Molecular weight   219.00 g/mol
Gap between HOMO and LUMO   7.736 eV
Total energy   -25585.436 eV
Relative energy (zero: lowest compared OMol25 entry of this formula, charge and spin)   1.8681 eV

Structure (XYZ):
```
8
Properties=species:S:1:pos:R:3:nbo_charge:R:1
C 1.034 1.425 0.164 -0.71
N -1.172 -1.522 0.438 0.26
O -2.232 -1.862 0.197 -0.19
O -1.136 0.254 -0.366 -0.89
S 0.192 0.537 -0.940 1.19
I 0.522 -2.424 -0.701 -0.12
H 2.037 1.728 0.110 0.23
H 0.755 1.865 1.098 0.24
```

=====

# 9
A 2-piece molecular cluster, CH2INO3 overall at a distorted geometry, computed with ωB97M-V/def2-TZVPD.

Calculated values
LUMO energy (alpha / beta)   -2.07 / -2.07 eV
Strongest force on any atom   3.24 eV/Å
Multiplicity   1
Molecular weight   202.94 g/mol
Gap between HOMO and LUMO (alpha / beta)   7.841 / 7.841 eV
Total energy   -16795.730 eV
Relative energy (zero: lowest compared OMol25 entry of this formula, charge and spin)   2.1251 eV

Structure (XYZ):
```
8
Properties=species:S:1:pos:R:3:nbo_charge:R:1
C -0.379 1.038 0.897 -0.22
N 0.497 -1.355 -0.917 0.73
O 1.238 -1.628 -0.041 -0.43
O 0.090 -2.096 -1.745 -0.38
O -0.101 -0.164 -0.880 -0.49
I -0.461 3.017 0.270 0.33
H -1.371 0.652 1.081 0.21
H 0.487 0.536 1.334 0.24
```

=====

# 10
The molecule CH2INO3 at a distorted geometry, computed with ωB97M-V/def2-TZVPD.

Calculated values
LUMO energy   -1.09 eV
Strongest force on any atom   3.03 eV/Å
Structure (SMILES)   O=[N+]([O-])OCI
Multiplicity   1
Molecular weight   202.94 g/mol
Gap between HOMO and LUMO   8.491 eV
Total energy   -16797.187 eV
Relative energy (zero: lowest compared OMol25 entry of this formula, charge and spin)   0.6678 eV

Structure (XYZ):
```
8
Properties=species:S:1:pos:R:3:nbo_charge:R:1
O -1.608 -0.259 1.141 -0.27
N -1.251 -1.088 0.381 0.74
O -1.674 -2.136 0.023 -0.23
O 0.003 -0.397 -0.558 -0.50
C 0.684 0.768 -0.342 -0.16
I 2.693 0.398 0.357 0.00
H 0.832 1.240 -1.300 0.22
H 0.321 1.475 0.299 0.20
```

=====

# 11
A 2-piece molecular cluster, CH2IO2P overall at a distorted geometry, computed with ωB97M-V/def2-TZVPD.

Calculated values
LUMO energy   -0.89 eV
Strongest force on any atom   1.97 eV/Å
Structure (SMILES)   O=PI.C=O
Multiplicity   1
Molecular weight   203.90 g/mol
Gap between HOMO and LUMO   8.673 eV
Total energy   -22553.240 eV
Relative energy (zero: lowest compared OMol25 entry of this formula, charge and spin)   0.6882 eV

Structure (XYZ):
```
7
Properties=species:S:1:pos:R:3:nbo_charge:R:1
O 2.363 2.565 -0.595 -0.99
P 1.560 1.419 -0.184 1.24
I 2.879 -0.538 -0.804 -0.26
C -1.659 -0.859 0.449 0.30
O -0.940 0.113 0.324 -0.52
H -2.476 -1.081 1.165 0.12
H -1.727 -1.618 -0.355 0.10
```

=====

# 12
CH2IPS2 as an isolated structure at a distorted geometry, computed with ωB97M-V/def2-TZVPD.

Calculated values
LUMO energy   -0.95 eV
Strongest force on any atom   2.98 eV/Å
Multiplicity   1
Molecular weight   236.04 g/mol
Gap between HOMO and LUMO   7.942 eV
Total energy   -40126.708 eV
Relative energy (zero: lowest compared OMol25 entry of this formula, charge and spin)   1.5665 eV

Structure (XYZ):
```
7
Properties=species:S:1:pos:R:3:nbo_charge:R:1
C -1.459 1.533 -2.829 -0.54
P -0.129 -0.031 -0.608 0.17
S -0.469 0.538 -3.500 0.25
S -1.818 1.096 -0.541 -0.23
I -2.457 3.096 -3.604 0.34
H 0.375 -0.120 0.708 0.01
H -0.851 -1.380 -0.427 -0.01
```

=====

# 13
CH2LiOPd as an isolated structure at a distorted geometry, computed with ωB97M-V/def2-TZVPD.

Calculated values
LUMO energy (alpha / beta)   -4.08 / -6.66 eV
⟨S²⟩   2.005
Strongest force on any atom   8.84 eV/Å
Net charge   +1
Multiplicity   3
Molecular weight   143.39 g/mol
Gap between HOMO and LUMO (alpha / beta)   7.846 / 8.127 eV
Total energy   -6789.527 eV
Relative energy (zero: lowest compared OMol25 entry of this formula, charge and spin)   0.6807 eV

Structure (XYZ):
```
6
Properties=species:S:1:pos:R:3:nbo_charge:R:1
C -0.212 -0.405 -0.111 0.30
O -0.871 0.600 -0.374 -0.72
H -0.519 -1.460 -0.137 0.16
Pd 1.304 -0.179 0.453 0.32
Li -2.630 0.906 0.170 0.97
H -2.349 -0.758 0.341 -0.03
```

=====

# 14
A 2-piece molecular cluster, CH2N2O overall at a distorted geometry, computed with ωB97M-V/def2-TZVPD.

Calculated values
LUMO energy (alpha / beta)   0.72 / -0.79 eV
⟨S²⟩   2.004
Strongest force on any atom   5.69 eV/Å
Multiplicity   3
Molecular weight   58.04 g/mol
Gap between HOMO and LUMO (alpha / beta)   7.890 / 12.471 eV
Total energy   -6092.878 eV
Relative energy (zero: lowest compared OMol25 entry of this formula, charge and spin)   0.2400 eV

Structure (XYZ):
```
6
Properties=species:S:1:pos:R:3:nbo_charge:R:1
C 0.278 -0.039 0.260 0.07
N -4.151 -0.290 -0.211 -0.01
N -3.689 -0.253 0.781 0.01
O 1.025 0.511 -0.674 -0.72
H 1.093 -0.559 0.913 0.14
H 0.533 1.147 -1.385 0.50
```

=====

# 15
The molecule CH2N2O2 at a distorted geometry, computed with ωB97M-V/def2-TZVPD.

Calculated values
LUMO energy (alpha / beta)   -1.20 / -1.55 eV
Strongest force on any atom   3.84 eV/Å
Multiplicity   1
Molecular weight   74.04 g/mol
Gap between HOMO and LUMO (alpha / beta)   8.930 / 8.509 eV
Total energy   -8138.206 eV
Relative energy (zero: lowest compared OMol25 entry of this formula, charge and spin)   7.1648 eV

Structure (XYZ):
```
7
Properties=species:S:1:pos:R:3:nbo_charge:R:1
C -1.275 -0.028 -0.076 0.44
N 1.533 -0.009 -0.411 -0.26
N -0.315 0.477 0.915 -0.12
O -2.431 0.217 0.069 -0.49
O 0.923 0.316 0.657 -0.02
H 2.500 -0.081 -0.210 0.32
H -0.936 -0.893 -0.945 0.13
```

=====

# 16
A 2-piece molecular cluster, CH2N2O2S overall at a distorted geometry, computed with ωB97M-V/def2-TZVPD.

Calculated values
LUMO energy (alpha / beta)   -1.48 / -1.48 eV
Strongest force on any atom   4.03 eV/Å
Multiplicity   1
Molecular weight   106.11 g/mol
Gap between HOMO and LUMO (alpha / beta)   7.944 / 7.945 eV
Total energy   -18974.705 eV
Relative energy (zero: lowest compared OMol25 entry of this formula, charge and spin)   6.6233 eV

Structure (XYZ):
```
8
Properties=species:S:1:pos:R:3:nbo_charge:R:1
C 1.159 0.781 -0.162 0.48
N 0.464 -0.292 0.133 -0.61
N -1.463 -0.635 0.148 0.08
O 0.726 1.865 -0.377 -0.61
O -1.687 -1.664 0.681 -0.25
S -2.225 0.414 -0.612 0.41
H 2.251 0.696 -0.134 0.12
H 0.775 -1.164 0.324 0.37
```

=====

# 17
CH2N2O2S as an isolated structure at a distorted geometry, computed with ωB97M-V/def2-TZVPD.

Calculated values
LUMO energy (alpha / beta)   -0.43 / -0.64 eV
Strongest force on any atom   3.92 eV/Å
Multiplicity   1
Molecular weight   106.11 g/mol
Gap between HOMO and LUMO (alpha / beta)   7.916 / 8.922 eV
Total energy   -18974.351 eV
Relative energy (zero: lowest compared OMol25 entry of this formula, charge and spin)   6.9769 eV

Structure (XYZ):
```
8
Properties=species:S:1:pos:R:3:nbo_charge:R:1
C 0.726 1.392 0.064 0.12
N -0.381 1.656 0.377 -0.41
N 0.612 -1.202 -0.317 -0.30
O -1.934 -0.148 -1.147 -0.83
O -0.347 -1.112 0.616 -0.51
S -1.767 -0.244 0.246 1.38
H 1.699 1.050 -0.157 0.24
H 1.391 -1.391 0.318 0.30
```

=====

# 18
A 2-piece molecular cluster, CH2N2O2S overall at a distorted geometry, computed with ωB97M-V/def2-TZVPD.

Calculated values
LUMO energy (alpha / beta)   -3.41 / -3.41 eV
Strongest force on any atom   1.63 eV/Å
Multiplicity   1
Molecular weight   106.11 g/mol
Gap between HOMO and LUMO (alpha / beta)   5.511 / 5.513 eV
Total energy   -18971.088 eV
Relative energy (zero: lowest compared OMol25 entry of this formula, charge and spin)   10.2401 eV

Structure (XYZ):
```
8
Properties=species:S:1:pos:R:3:nbo_charge:R:1
C 0.670 -1.012 -0.241 0.57
N -0.319 -1.493 0.277 -0.22
N 1.669 -0.795 -0.870 -0.69
O -1.698 0.356 0.439 -0.47
O -1.511 -1.066 0.624 -0.10
S 4.724 0.051 0.338 0.04
H -2.621 0.479 0.693 0.47
H 2.583 -0.508 -0.530 0.40
```

=====

# 19
CH2N2O2Si as an isolated structure at a distorted geometry, computed with ωB97M-V/def2-TZVPD.

Calculated values
LUMO energy   -0.83 eV
Strongest force on any atom   4.62 eV/Å
Multiplicity   1
Molecular weight   102.12 g/mol
Gap between HOMO and LUMO   10.717 eV
Total energy   -16018.463 eV
Relative energy (zero: lowest compared OMol25 entry of this formula, charge and spin)   0.8994 eV

Structure (XYZ):
```
8
Properties=species:S:1:pos:R:3:nbo_charge:R:1
C -0.535 1.551 -0.129 -0.17
N -0.481 2.667 -0.162 -0.23
N 1.089 -0.650 -0.102 0.22
O 1.687 -0.980 -1.094 -0.33
O 1.500 -0.555 1.054 -0.38
Si -0.628 -0.285 0.041 1.15
H -1.388 -0.843 -1.029 -0.16
H -1.245 -0.904 1.420 -0.09
```

=====

# 20
A 2-piece molecular cluster, CH2N2O3P overall at a distorted geometry, computed with ωB97M-V/def2-TZVPD.

Calculated values
LUMO energy (alpha / beta)   3.52 / 3.87 eV
Strongest force on any atom   4.85 eV/Å
Net charge   -1
Multiplicity   1
Molecular weight   121.01 g/mol
Gap between HOMO and LUMO (alpha / beta)   8.664 / 7.180 eV
Total energy   -19479.513 eV
Relative energy (zero: lowest compared OMol25 entry of this formula, charge and spin)   3.7801 eV

Structure (XYZ):
```
9
Properties=species:S:1:pos:R:3:nbo_charge:R:1
C 1.784 0.841 1.208 -0.16
N 1.234 -0.246 1.221 -0.48
N -0.182 -0.243 -0.842 -0.36
O 2.156 3.634 1.358 -1.08
O 3.800 2.251 0.053 -1.08
O -0.253 0.924 -1.369 -0.41
P 2.434 2.364 0.644 1.90
H -0.035 -0.121 0.295 0.36
H 0.641 -0.775 -1.125 0.30
```